Record 1
C3H8I3NSi | wB97M-V/def2-TZVPD

CARTESIAN COORDINATES (ANGSTROEM)
N  -1.75872  -0.46956  0.98212
Si  -3.20069  0.00984  0.18477
I  -4.06572  2.24306  0.37565
I  -2.90419  -0.51693  -2.22909
I  -4.75316  -1.64085  1.33711
H  -1.82313  -1.06449  1.75821
H  -0.83571  -0.37841  0.57489
C  1.24215  0.79668  -1.16655
C  1.98098  0.54493  -0.08817
C  2.96842  -0.49784  0.27065
H  1.26990  0.14134  -2.15623
H  0.50907  1.53376  -1.36143
H  1.87594  1.36718  0.66710
H  2.97377  -1.13185  -0.59751
H  2.63298  -0.87915  1.15773
H  3.88811  -0.05770  0.29075

relative energy (zero: lowest compared OMol25 entry of this formula, charge and spin): 54.17 kJ/mol
SMILES string: N[Si](I)(I)I.C=CC
frontier orbital gap: 9.06 eV
strongest force on any atom: 4.3 eV/Å

---

Record 2
C21H25NO4 | wB97M-V/def2-TZVPD

CARTESIAN COORDINATES (ANGSTROEM)
C  -6.38886  -0.35141  -1.94821
C  -6.61518  0.14600  -0.52513
C  -5.54278  1.12827  -0.05249
C  -4.17085  0.47903  0.10980
C  -3.15289  1.47270  0.66140
O  -1.84308  0.90215  0.69461
C  -1.52606  0.17175  1.76469
O  -2.26009  -0.00586  2.70136
C  -0.15577  -0.45564  1.66351
C  0.73059  -0.02716  0.49626
C  2.15254  0.42066  0.81692
O  2.47985  1.22509  1.65655
N  2.98365  -0.23255  -0.03512
C  4.39204  -0.06991  -0.04615
C  5.20111  -1.16093  0.24630
C  6.57662  -1.03080  0.24175
C  7.14763  0.19594  -0.05090
C  6.34055  1.28079  -0.33902
C  4.95537  1.17192  -0.34852
C  4.09939  2.35575  -0.66832
C  2.33804  -1.22814  -0.87637
C  0.98198  -1.38325  -0.22853
C  -0.31573  -1.74210  -0.90854
C  -1.12033  -2.10267  0.08442
C  -0.28469  -1.99697  1.34441
O  1.00824  -2.29075  0.87025
H  -6.30437  0.48769  -2.63546
H  -5.48225  -0.94676  -2.01696
H  -7.22356  -0.97127  -2.26687
H  -6.64914  -0.70553  0.15746
H  -7.58512  0.64584  -0.47771
H  -5.84728  1.54547  0.90988
H  -5.47104  1.95378  -0.76453
H  -4.24293  -0.36544  0.79829
H  -3.80720  0.11072  -0.85099
H  -3.43228  1.78360  1.67287
H  -3.06852  2.34763  0.01325
H  0.35443  -0.33855  2.62218
H  0.25299  0.71935  -0.13890
H  4.74539  -2.10723  0.49771
H  7.19913  -1.88141  0.47486
H  8.22158  0.30740  -0.05298
H  6.79080  2.23618  -0.56698
H  3.62690  2.72198  0.24311
H  3.30726  2.08632  -1.36601
H  4.69525  3.15591  -1.09967
H  2.89007  -2.16941  -0.87040
H  2.25235  -0.86601  -1.90821
H  -0.51338  -1.62747  -1.95530
H  -2.15554  -2.37848  0.06621
H  -0.56485  -2.61622  2.19022

relative energy (zero: lowest compared OMol25 entry of this formula, charge and spin): 122.69 kJ/mol
SMILES string: CCCCCOC(=O)[C@@H]1[C@H]2C(=O)N(c3ccccc3C)C[C@]23C=C[C@H]1O3
frontier orbital gap: 9.56 eV
strongest force on any atom: 0.7 eV/Å